# 1
Computed, not measured: C24H18AuCl2GeO2 as an isolated structure at a distorted geometry, with ωB97M-V/def2-TZVPD.

CARTESIAN COORDINATES (ANGSTROEM)
Au 0.590 -0.339 0.754
Cl 6.007 0.362 6.036
C 4.947 0.099 4.713
C 5.480 -0.272 3.488
C 4.669 -0.260 2.391
Cl 5.392 -0.552 0.869
C 3.285 0.054 2.392
O 2.678 0.003 1.245
C 2.719 0.219 3.705
C 1.343 -0.001 4.011
O 0.399 0.036 3.241
C 3.574 0.278 4.853
H 6.549 -0.417 3.356
H 1.117 -0.128 5.108
H 3.158 0.494 5.827
C -2.561 -1.815 1.210
Ge -1.758 -0.490 -0.036
C -2.263 1.318 0.079
C -2.260 1.962 1.294
C -2.694 3.273 1.320
C -3.062 3.952 0.137
C -3.071 3.306 -1.074
C -2.743 1.933 -1.111
C -1.788 -1.228 -1.837
C -2.713 -2.200 -2.168
C -2.583 -2.917 -3.400
C -1.450 -2.698 -4.154
C -0.460 -1.753 -3.795
C 0.502 -1.340 -4.711
C 1.373 -0.369 -4.527
C 1.291 0.318 -3.314
C 0.242 0.112 -2.441
C -0.661 -0.945 -2.625
H -3.628 -1.877 1.247
H -2.283 -1.618 2.254
H -2.107 -2.783 1.012
H -1.830 1.565 2.217
H -2.725 3.856 2.239
H -3.343 5.022 0.288
H -3.296 3.762 -2.001
H -2.786 1.338 -2.041
H -3.528 -2.509 -1.559
H -3.396 -3.520 -3.788
H -1.280 -3.237 -5.030
H 0.627 -1.986 -5.594
H 2.102 -0.058 -5.296
H 2.087 1.148 -3.143
H 0.139 0.901 -1.643

Force components x, y, z for each atom (eV/Å):
Au -0.9 -0.2 -1.0
Cl -0.1 -0.1 0.1
C 0.0 0.2 0.1
C 0.5 0.4 -0.1
C 1.2 0.0 -0.9
Cl 0.1 -0.1 -0.1
C -1.3 -0.7 -1.6
O 0.9 0.3 2.6
C 2.2 -0.5 1.3
C -3.0 0.9 0.7
O 0.9 -0.1 1.0
C -0.9 0.2 -1.7
H -0.3 -0.1 0.1
H 0.3 -0.1 -0.6
H -0.1 -0.2 0.0
C 0.4 0.4 0.6
Ge 2.0 -1.8 1.2
C -1.6 0.0 -1.7
C 0.2 1.3 0.5
C -0.2 0.9 -0.5
C -0.1 0.9 1.6
C 0.4 -1.8 0.0
C 0.6 0.4 1.2
C -0.9 -0.3 1.5
C 1.1 -0.1 -1.6
C 0.8 1.0 0.0
C -0.5 0.2 1.4
C -1.3 1.2 1.0
C -0.2 -3.4 -2.2
C 1.7 1.7 0.3
C 1.1 2.3 0.5
C 1.0 1.8 0.8
C -0.1 -0.8 -1.9
H -0.8 -0.2 -0.4
H 0.2 0.4 -0.3
H -0.1 -0.1 -0.3
H -0.3 -0.4 -0.4
H 0.1 -0.3 0.0
H 0.2 -1.0 -0.6
H -0.4 0.7 -0.6
H 0.0 0.5 0.5
H -0.5 0.3 0.8
H 0.2 -0.3 0.2
H 0.1 -0.8 -1.5
H -0.3 0.4 0.1
H -0.4 -0.4 0.6
H -1.7 -1.4 0.0
H -0.1 -1.3 -0.7

Results
Maximum force ... 4.05 eV Å⁻¹
Net charge ... 0
Highest occupied orbital energy (alpha / beta) ... -6.97 / -6.91 eV
<S²> ... 0.80
Energy relative to the best compared isomer or geometry (same formula, charge and spin) ... 33.0 kcal per mole
HOMO-LUMO gap (alpha / beta) ... 0.210 / 0.113 Eh
Spin multiplicity ... 2

---

# 2
Computed, not measured: C29H24BBaCl2F4IN4S as an isolated structure at a distorted geometry, with ωB97M-V/def2-TZVPD.

CARTESIAN COORDINATES (ANGSTROEM)
Ba 0.127 -0.367 -0.518
C -1.464 -0.347 -4.936
C -0.529 -0.310 -3.760
N -0.542 -1.205 -2.831
N -1.418 -2.208 -2.907
C -1.172 -3.303 -2.234
N -2.244 -4.156 -2.081
S 0.306 -3.854 -1.634
C 0.449 0.753 -3.665
C 0.854 1.461 -4.808
C 1.874 2.379 -4.706
C 2.454 2.613 -3.467
C 1.951 1.913 -2.387
N 1.004 1.002 -2.476
H -2.309 -0.977 -4.665
H -0.989 -0.769 -5.824
H -1.808 0.661 -5.152
H -3.054 -4.005 -2.662
H -2.003 -5.109 -1.866
H 0.379 1.286 -5.759
H 2.222 2.905 -5.584
H 3.265 3.318 -3.343
H 2.343 2.082 -1.392
I 3.782 -1.212 -1.347
C 4.128 -1.722 0.704
C 5.216 -2.525 0.914
C 5.590 -2.881 2.216
C 4.873 -2.396 3.270
C 3.751 -1.569 3.065
C 3.033 -1.077 4.172
C 1.943 -0.277 3.975
C 1.514 0.019 2.675
C 2.142 -0.428 1.519
C 3.315 -1.217 1.744
H 5.798 -2.882 0.077
H 6.443 -3.531 2.366
H 5.150 -2.638 4.291
H 3.366 -1.349 5.167
H 1.392 0.117 4.823
H 0.618 0.625 2.583
F -1.699 2.396 -1.992
B -1.538 3.464 -2.874
F -1.563 3.006 -4.183
F -0.315 4.074 -2.620
F -2.559 4.387 -2.690
Cl 2.732 3.978 2.078
C 0.999 3.689 1.985
Cl 0.453 3.542 0.284
H 0.499 4.540 2.448
H 0.794 2.750 2.498
C -4.411 1.720 3.450
C -3.321 2.191 2.703
C -2.558 1.320 1.975
C -2.812 -0.068 1.950
C -1.967 -0.948 1.205
C -2.322 -2.284 1.278
C -3.429 -2.767 1.993
C -4.225 -1.910 2.701
C -3.927 -0.534 2.709
C -4.704 0.385 3.446
H -5.018 2.417 4.019
H -3.094 3.250 2.700
H -1.742 1.690 1.370
H -1.730 -3.018 0.747
H -3.658 -3.829 1.981
H -5.079 -2.269 3.267
H -5.548 0.010 4.016

Force components x, y, z for each atom (eV/Å):
Ba 0.0 -0.7 2.2
C -0.1 0.0 0.3
C -1.0 -0.9 -0.4
N 0.8 -0.1 -1.0
N -1.5 0.3 -0.5
C 0.0 -0.4 0.0
N -0.2 0.0 -0.2
S 0.8 0.1 0.6
C 0.7 0.8 -0.5
C -0.1 -0.3 0.3
C 0.2 0.0 0.3
C -0.1 -0.1 -0.2
C 0.5 0.4 0.1
N 0.1 0.5 -1.2
H 0.0 0.0 -0.1
H 0.0 0.0 -0.1
H 0.0 0.1 -0.1
H 0.1 0.2 0.0
H 0.0 0.1 0.0
H -0.1 -0.1 0.0
H 0.0 0.1 -0.1
H 0.0 0.1 0.1
H 0.1 0.0 0.1
I -0.1 -0.1 0.7
C 0.4 -0.1 -0.7
C 0.0 0.1 -0.4
C 0.0 0.0 0.3
C 0.2 -0.2 0.0
C -0.1 0.0 -0.3
C -0.2 0.2 0.2
C 0.1 -0.1 0.4
C 0.2 -0.1 -0.7
C 0.2 0.2 0.0
C -0.2 0.1 0.4
H 0.0 0.0 -0.1
H 0.0 0.0 0.0
H 0.0 0.0 0.0
H 0.0 0.0 0.1
H 0.0 0.0 0.1
H -0.3 0.0 0.0
F 0.0 -0.8 0.5
B -0.2 0.3 0.2
F -0.1 -0.4 -0.9
F 0.8 0.3 0.1
F -0.6 0.5 0.1
Cl 0.4 0.1 0.1
C -0.4 -0.2 -0.4
Cl 0.0 0.1 0.6
H 0.0 -0.2 -0.2
H 0.0 0.2 -0.1
C -0.2 -0.1 0.1
C 0.2 0.3 -0.1
C 0.0 0.2 0.0
C -0.3 -0.4 0.2
C -0.2 0.1 0.1
C 0.3 0.3 -0.2
C -0.3 -0.1 0.2
C -0.1 -0.2 0.1
C 0.1 0.2 -0.1
C -0.2 0.1 0.2
H 0.0 0.0 0.0
H 0.0 0.0 -0.1
H 0.1 0.1 -0.1
H 0.1 -0.2 -0.2
H 0.0 0.0 0.0
H 0.0 0.0 0.0
H 0.0 0.0 0.0

Results
Maximum force ... 2.35 eV Å⁻¹
Net charge ... -2
Highest occupied orbital energy ... -2.13 eV
Energy relative to the best compared isomer or geometry (same formula, charge and spin) ... 34.2 kcal per mole
HOMO-LUMO gap ... 0.225 Eh

---

# 3
Computed, not measured: a 2-piece molecular cluster, C5H10O overall, with ωB97M-V/def2-TZVPD.

CARTESIAN COORDINATES (ANGSTROEM)
C 1.672 -0.919 -0.193
C 0.474 -0.236 0.454
C 0.274 1.279 0.168
C -0.908 0.964 -0.787
C -0.747 -0.509 -0.426
O -1.266 -1.524 -0.810
H 1.545 -2.004 -0.123
H 1.721 -0.661 -1.257
H 2.616 -0.634 0.278
H 0.382 -0.519 1.510
H -0.018 1.859 1.048
H 1.130 1.770 -0.304
H -1.874 1.423 -0.555
H -0.699 1.110 -1.850
H -2.121 -0.471 1.619
H -2.231 -1.045 1.160

Force components x, y, z for each atom (eV/Å):
C 0.1 0.0 0.0
C 0.0 -0.1 0.0
C 0.1 0.1 0.0
C -0.1 0.0 -0.2
C -0.1 -0.4 -0.3
O 0.3 0.5 0.0
H 0.1 0.2 0.0
H 0.1 0.0 0.1
H -0.1 0.0 0.0
H -0.1 0.0 -0.2
H 0.0 -0.1 -0.2
H -0.1 -0.1 0.1
H 0.1 -0.2 0.0
H 0.0 0.1 0.1
H -0.2 -0.1 0.2
H -0.2 0.1 0.4

Results
Maximum force ... 0.57 eV Å⁻¹
SMILES ... C[C@H]1CCC1=O.[H][H]
Net charge ... 0
Highest occupied orbital energy ... -9.41 eV
Energy relative to the best compared isomer or geometry (same formula, charge and spin) ... 44.0 kcal per mole
HOMO-LUMO gap ... 0.383 Eh

---

# 4
Computed, not measured: one molecule with the formula C3H7N3 at a distorted geometry, with ωB97M-V/def2-TZVPD.

CARTESIAN COORDINATES (ANGSTROEM)
H 1.722 -2.055 -0.077
N 2.034 -1.041 -0.124
C 1.044 -0.195 -0.085
C 1.443 1.238 0.032
N -0.329 -0.514 0.313
N -1.349 0.319 -0.060
C -2.545 -0.121 -0.100
H 2.375 1.267 -0.686
H 0.610 1.879 -0.146
H 1.829 1.323 1.074
H -0.614 -1.542 -0.048
H -3.408 0.594 -0.385
H -2.813 -1.151 0.291

Force components x, y, z for each atom (eV/Å):
H 0.2 1.5 0.0
N -2.6 -0.6 -0.6
C 0.7 -1.5 1.8
C 2.3 -1.0 -0.7
N -0.1 -3.7 -2.2
N -0.5 0.9 -0.5
C -0.8 0.3 0.6
H -2.0 0.7 1.4
H -0.1 0.8 -0.3
H -0.3 0.3 -0.7
H 1.2 2.6 1.5
H 1.7 -1.2 0.5
H 0.3 0.9 -0.7

Results
Maximum force ... 4.30 eV Å⁻¹
SMILES ... [H]/N=C(/C)NN=C
Net charge ... 0
Highest occupied orbital energy ... -9.24 eV
Energy relative to the best compared isomer or geometry (same formula, charge and spin) ... 51.6 kcal per mole
HOMO-LUMO gap ... 0.371 Eh

---

# 5
Computed, not measured: a 3-piece molecular cluster, C31H56BN3O5P2S overall at a distorted geometry, with ωB97M-V/def2-TZVPD.

CARTESIAN COORDINATES (ANGSTROEM)
C 4.461 -7.011 0.525
C 3.250 -6.129 -0.209
C 3.827 -5.832 -1.750
C 3.107 -4.650 0.502
C 1.870 -4.507 1.560
N 0.803 -3.509 1.205
C -0.213 -4.025 0.218
C -1.479 -4.909 0.859
C -2.692 -5.491 -0.135
P -4.174 -6.454 0.612
O -5.456 -5.497 0.585
O -4.582 -7.925 -0.233
O -3.900 -6.802 2.329
C -2.698 -5.245 -1.758
B -3.850 -5.745 -2.820
O -4.131 -7.136 -3.227
O -4.726 -4.671 -3.405
C -1.439 -4.366 -2.399
C -0.242 -3.778 -1.401
S 1.161 -2.726 -2.128
C 1.587 -1.560 -0.676
C 1.330 -2.137 0.873
C 1.670 -1.063 2.110
C 2.217 0.471 1.749
C 2.488 0.971 0.204
C 2.163 -0.066 -1.029
P 2.475 0.516 -2.861
C 3.553 -0.791 -3.796
C 0.742 0.499 -3.705
H 5.499 -6.426 0.518
H 4.568 -7.992 -0.116
H 4.110 -7.272 1.611
H 2.220 -6.683 -0.227
H 2.969 -5.753 -2.540
H 4.536 -6.740 -2.030
H 4.518 -4.858 -1.763
H 4.109 -4.497 1.132
H 3.142 -3.856 -0.355
H 2.247 -4.323 2.677
H 1.338 -5.575 1.601
H -1.537 -5.093 2.027
H -5.559 -7.826 -0.457
H -4.018 -5.902 2.775
H -3.348 -7.458 -3.764
H -4.267 -3.804 -3.173
H -1.362 -4.140 -3.554
H 1.505 -1.427 3.234
H 2.426 1.232 2.622
H 2.888 2.046 -0.022
H 4.169 -0.346 -4.685
H 2.768 -1.555 -4.270
H 4.175 -1.416 -3.025
H 0.786 1.275 -4.607
H -0.137 0.804 -2.967
H 0.452 -0.574 -4.122
C -1.318 3.173 -0.052
C -2.706 3.658 -0.461
N -3.302 2.906 -1.570
C -4.507 3.541 -2.113
C -5.726 3.651 -1.199
C -3.391 1.455 -1.397
C -4.183 0.936 -0.201
H -0.625 3.192 -0.899
H -0.913 3.827 0.728
H -1.343 2.159 0.358
H -2.597 4.706 -0.766
H -3.354 3.655 0.423
H -4.805 3.026 -3.036
H -4.240 4.556 -2.437
H -6.238 2.691 -1.098
H -6.447 4.346 -1.637
H -5.474 4.022 -0.204
H -2.373 1.052 -1.333
H -3.798 1.002 -2.311
H -3.978 1.494 0.716
H -3.915 -0.111 -0.010
H -5.258 0.956 -0.391
C 0.448 6.930 0.826
C 1.304 7.553 1.925
N 1.351 6.774 3.166
C 1.958 7.505 4.283
C 3.434 7.881 4.167
C 1.770 5.376 3.040
C 3.148 5.105 2.444
H -0.577 6.760 1.171
H 0.405 7.604 -0.036
H 0.861 5.980 0.474
H 0.870 8.536 2.144
H 2.309 7.737 1.526
H 1.812 6.937 5.212
H 1.388 8.431 4.432
H 4.081 7.018 4.337
H 3.683 8.616 4.936
H 3.681 8.321 3.199
H 1.026 4.847 2.433
H 1.708 4.886 4.020
H 3.361 5.728 1.572
H 3.208 4.060 2.120
H 3.940 5.253 3.181

Force components x, y, z for each atom (eV/Å):
C -1.1 0.0 -0.5
C 1.6 1.0 -0.6
C 0.4 -0.7 0.4
C 1.2 -0.4 0.6
C 0.5 -1.9 0.5
N -0.1 1.0 -2.6
C -3.6 -1.7 -1.8
C -0.1 0.7 -3.9
C 3.6 1.3 -1.3
P -5.1 2.4 1.1
O 4.5 -3.3 -0.3
O 0.5 2.9 1.7
O 0.2 1.6 -3.0
C 4.3 1.9 2.3
B -2.3 0.4 -1.3
O 2.0 3.0 -0.2
O 3.6 -1.5 1.8
C -0.2 -0.5 4.3
C -2.2 -1.4 1.9
S -1.2 0.1 2.5
C 0.3 1.4 3.1
C 1.4 4.4 -0.4
C 0.3 1.0 -3.9
C -0.6 -2.4 -2.8
C -1.7 -4.3 1.0
C -0.8 -1.7 3.7
P -0.2 0.5 0.7
C -1.4 -1.9 -0.3
C -1.1 -0.7 -0.7
H -2.4 -1.2 0.0
H -0.1 1.8 1.5
H 1.0 0.4 -2.0
H 2.1 0.9 0.0
H 1.7 0.0 1.5
H -1.6 1.9 0.3
H -1.7 -2.1 0.1
H -2.1 -0.2 -1.4
H -0.5 -1.3 1.9
H -0.8 0.0 -2.6
H 1.0 2.4 -0.1
H 0.2 0.4 -2.8
H 1.6 0.1 0.5
H 0.0 -1.6 -1.0
H -1.3 0.3 1.1
H -1.1 -1.5 -0.2
H -0.2 -0.5 2.7
H 0.4 1.0 -2.8
H -0.5 -1.8 -1.9
H -0.9 -2.4 0.5
H -1.1 -0.6 2.1
H 1.8 1.4 0.8
H -0.9 1.4 -1.6
H -0.1 -1.7 2.0
H 2.1 -0.5 -1.4
H 0.6 2.3 0.8
C 0.0 -0.2 0.0
C 0.1 -0.2 -0.1
N -0.1 0.1 -0.3
C 0.2 0.2 -0.1
C -0.3 -0.1 0.0
C 0.4 0.0 0.0
C -0.2 -0.3 0.1
H -0.1 -0.1 0.1
H -0.1 0.0 -0.1
H 0.1 0.1 -0.1
H -0.2 -0.1 -0.1
H 0.0 0.1 0.2
H 0.2 -0.1 0.2
H 0.2 -0.1 0.1
H 0.1 0.1 0.1
H 0.0 0.0 0.0
H 0.0 0.0 -0.1
H 0.0 0.2 0.1
H 0.0 0.3 0.0
H 0.0 0.0 -0.1
H 0.0 0.1 0.0
H 0.1 0.1 0.1
C 0.0 -0.1 0.0
C -0.1 -0.2 0.1
N 0.0 0.0 0.3
C -0.3 0.1 0.0
C 0.2 -0.1 0.2
C -0.3 0.0 -0.2
C 0.3 -0.3 0.0
H 0.2 0.0 0.0
H 0.0 -0.1 0.1
H -0.1 0.1 0.0
H 0.2 -0.1 0.2
H 0.1 0.1 -0.1
H 0.0 -0.1 -0.3
H -0.1 -0.1 -0.2
H 0.0 0.1 -0.1
H 0.0 0.0 0.0
H 0.0 0.0 0.0
H 0.0 0.2 0.0
H 0.0 0.3 0.0
H 0.0 0.0 0.1
H 0.0 0.1 0.0
H 0.0 0.1 -0.2

Results
Maximum force ... 5.73 eV Å⁻¹
SMILES ... CC(C)CCN1c2cc(P(=O)(O)O)c(B(O)O)cc2Sc2c1cccc2P(C)C.CCN(CC)CC.CCN(CC)CC
Net charge ... 0
Highest occupied orbital energy ... -8.07 eV
HOMO-LUMO gap ... 0.261 Eh